# 1
71
Properties=species:S:1:pos:R:3 method="wB97M-V/def2-TZVPD" e_homo_ev="-6.8 / -5.1" lumo_ev="0.33 / 0.42" gap_ha="0.2605 / 0.2029"
O -0.4488 -0.6578 -4.4368
C -0.3628 0.5736 -5.2651
C -0.3313 -0.1010 -6.6127
H 0.5694 1.1139 -5.0656
H -1.2421 1.2099 -5.1193
C -0.3155 -1.3703 -5.7110
H 0.5974 0.0954 -7.1695
H -1.2511 0.0131 -7.2055
C 1.0148 -2.0907 -5.8639
H 1.8437 -1.4373 -5.5621
H 1.1708 -2.3581 -6.9191
H 1.0047 -3.0066 -5.2641
C -1.5194 -2.2509 -5.9714
H -2.4377 -1.7065 -5.7225
H -1.4296 -3.1506 -5.3539
H -1.5569 -2.5324 -7.0341
Sc -1.3872 -1.6226 0.1089
C -2.8680 -1.1400 1.8916
C -2.0098 -0.0174 1.7393
C -2.1844 0.5207 0.4435
H -1.3800 0.4317 2.5157
C -3.1919 -0.2593 -0.2269
C -3.6006 -1.2996 0.6710
H -4.3918 -2.0268 0.4982
H -3.0048 -1.7017 2.8153
H -1.6940 1.4433 0.1006
H -3.6236 -0.0342 -1.2078
C 0.0816 -2.2609 1.8483
C -0.2077 -3.4334 1.0656
C 0.2998 -3.2097 -0.2634
H -0.6669 -4.3350 1.4542
C 0.9024 -1.9029 -0.2900
C 0.7616 -1.3229 1.0122
H 1.2120 -0.3649 1.3254
H -0.1193 -2.1600 2.9064
H 0.2530 -3.9107 -1.0950
H 1.4423 -1.4536 -1.1218
O 1.2272 1.5110 -2.7979
C 0.0901 0.7963 -2.1965
C -1.2072 1.5616 -2.5030
H 0.2086 0.7271 -1.0932
H 0.0563 -0.2283 -2.6077
C -0.7188 2.9284 -3.0315
H -1.8475 1.7148 -1.6453
H -1.7883 0.9919 -3.2451
C 0.8033 2.8832 -2.8041
H -1.2182 3.7286 -2.4817
H -0.9894 2.9970 -4.0947
H 0.9838 3.3042 -1.7962
H 1.3975 3.3945 -3.5610
C 0.5437 0.1804 6.6543
C 0.7634 0.8000 5.2995
C -0.0331 2.0972 5.2468
O 0.1751 -0.1026 4.3214
B 1.0009 -0.0672 3.2479
O 2.1806 0.5830 3.4066
C 2.2535 0.9494 4.8075
C 2.8494 2.3358 4.8983
C 3.2083 -0.0174 5.4972
H 1.0181 -0.8038 6.7432
H -0.5363 0.0722 6.8252
H 0.9374 0.8328 7.4443
H -1.0877 1.8628 5.4492
H 0.3136 2.7996 6.0212
H 0.0320 2.5849 4.2631
H 3.0051 2.6127 5.9496
H 3.8260 2.3526 4.3988
H 2.2080 3.0951 4.4383
H 2.8403 -1.0517 5.5202
H 4.1739 -0.0129 4.9801
H 3.4022 0.3032 6.5303

***

# 2
12
Properties=species:S:1:pos:R:3 method="wB97M-V/def2-TZVPD" e_homo_ev=-8.9 lumo_ev=0.77 gap_ha=0.3543
N -1.0370 0.4338 -0.8060
C 1.0566 -0.2230 -0.0562
N 0.7706 -0.3433 1.2494
O -1.2417 1.3193 0.3284
O -1.7043 -0.7762 -0.4375
O 2.3226 -0.5369 -0.3676
N 0.2887 0.1646 -1.0129
H -1.6530 2.1125 -0.0504
H -2.5213 -0.7943 -0.9616
H 2.4083 -0.4876 -1.3279
H 1.4680 -0.7154 1.8642
H -0.1576 -0.1534 1.5781

***

Number 1: calculated total energy -56137.69065 eV, strongest force on any atom 2.7 eV/A. Number 2: calculated total energy -11727.49153 eV, strongest force on any atom 1.8 eV/A.